Entry 1
Entry from the Open Molecules 2025 dataset: 10 unconnected molecules or ions with the total composition C36H62N2O24 (ωB97M-V with the def2-TZVPD basis set).

Output
SMILES string: C[C@H]1COC(=O)O1.C[C@H]1COC(=O)O1.C[C@H]1COC(=O)O1.C[C@H]1COC(=O)O1.COC(=O)OC.COC(=O)OC.COC(=O)OC.COC(=O)OC.CCCC#N.CCCC#N
Highest occupied orbital energy: -10.00 eV
LUMO level: 0.6 eV

Structure (XYZ):
```
124
Properties=species:S:1:pos:R:3:lowdin_charge:R:1
C 4.0811 3.2894 1.4173 -0.014
C 3.6961 2.8224 -0.0077 -0.302
C 4.5941 3.4184 -1.0507 -0.024
O 4.8621 2.2144 -1.8527 0.108
C 4.6131 1.1794 -1.1987 -0.701
O 4.8511 0.0434 -1.5687 0.115
O 4.0011 1.4504 -0.0987 0.079
H 5.1481 3.5144 1.5443 0.088
H 3.7061 2.7354 2.2493 0.057
H 3.6291 4.2574 1.2893 0.054
H 2.5881 2.8434 -0.3147 0.148
H 5.5771 3.8044 -0.8687 0.133
H 4.0401 4.1204 -1.6597 0.124
C 3.5151 -3.3466 -5.7327 -0.001
C 3.6741 -2.1376 -4.8827 -0.351
C 3.5721 -0.8906 -5.6337 -0.080
O 2.8691 -0.1116 -4.6757 0.089
C 2.3631 -0.8506 -3.7397 -0.663
O 1.7541 -0.4076 -2.7437 0.096
O 2.6151 -2.0266 -3.9747 0.128
H 4.3721 -3.5316 -6.3597 0.085
H 2.5991 -3.2136 -6.4147 0.126
H 3.3311 -4.1666 -4.9917 0.104
H 4.5451 -1.9826 -4.1927 0.194
H 2.7631 -0.9646 -6.4037 0.152
H 4.4171 -0.3646 -6.0787 0.152
C -0.2509 2.2064 6.6703 -0.004
C -0.0059 0.7204 6.9433 -0.284
C -1.1229 -0.1986 6.3863 -0.079
O -0.4979 -1.0766 5.4693 0.076
C 0.7341 -0.6366 5.3143 -0.667
O 1.4201 -1.2026 4.5233 0.148
O 1.0181 0.2894 6.1273 0.131
H -0.3119 2.3094 5.5793 0.073
H 0.5231 2.8244 7.0603 0.071
H -1.2099 2.5564 7.1673 0.117
H 0.2711 0.5044 7.9323 0.138
H -1.8059 0.3484 5.7733 0.099
H -1.7019 -0.7796 7.1083 0.141
C 0.2781 -3.8416 -2.9897 0.016
C -0.7469 -4.7026 -3.7387 -0.316
C -2.2159 -4.1356 -3.7797 -0.078
O -2.6009 -4.5506 -5.0577 0.079
C -1.4629 -4.8026 -5.7327 -0.632
O -1.4559 -5.4266 -6.7807 0.127
O -0.4559 -4.7466 -5.0297 0.142
H 0.3371 -3.9906 -1.8517 0.099
H 0.2751 -2.8136 -3.2647 0.065
H 1.2381 -4.1846 -3.3667 0.070
H -0.7639 -5.7476 -3.3987 0.171
H -2.4779 -3.0206 -3.5507 0.148
H -2.8409 -4.7436 -3.1107 0.114
C 1.8551 2.9224 -3.4507 -0.064
O 0.4771 2.6954 -3.6267 0.015
C -0.2109 2.6424 -2.4657 -0.362
O 0.4641 2.4694 -1.2497 -0.063
O -1.5469 2.6254 -2.6057 0.011
C -2.5009 2.8984 -1.5957 -0.055
H 2.2921 2.9474 -4.4047 0.082
H 2.3931 2.1764 -2.7747 0.102
H 1.9941 3.8974 -3.0087 0.090
H -2.4409 2.1124 -0.8887 0.044
H -3.5569 2.8714 -1.9097 0.103
H -2.3869 3.8584 -1.1697 0.086
C -5.6129 -1.2186 -3.6747 -0.049
O -4.4869 -1.6616 -2.9927 0.003
C -3.7379 -0.9096 -2.2607 -0.423
O -4.0239 0.4544 -2.0517 -0.054
O -2.6979 -1.5556 -1.7207 -0.003
C -1.8029 -0.7666 -0.8737 0.029
H -6.0899 -0.4206 -3.1537 0.078
H -6.4389 -1.9796 -3.6447 0.112
H -5.4809 -0.9206 -4.7417 0.118
H -1.5129 0.2354 -1.2767 0.104
H -0.9359 -1.2856 -0.6737 0.057
H -2.2759 -0.5516 0.0633 0.076
C -3.8299 -4.4346 -0.5267 -0.030
O -2.3729 -4.4156 -0.4957 -0.016
C -1.7299 -4.2506 0.7193 -0.308
O -2.4669 -4.2956 1.9363 -0.072
O -0.3719 -4.1946 0.7073 -0.036
C 0.2281 -4.0136 1.9213 -0.086
H -4.2289 -4.0416 -1.4727 0.085
H -4.4199 -3.9376 0.2263 0.097
H -4.2349 -5.3596 -0.5267 0.055
H -0.1059 -3.0016 2.3073 0.124
H 1.3141 -4.1096 1.8423 0.096
H -0.0369 -4.8536 2.6153 0.116
C -1.7219 2.6864 1.5873 -0.075
O -1.7309 1.2634 1.6993 -0.065
C -2.3659 0.5654 2.7483 -0.375
O -3.2549 1.1684 3.6003 -0.041
O -2.2779 -0.7566 2.6553 -0.011
C -3.0529 -1.5816 3.5403 -0.008
H -1.0269 3.1654 0.9393 0.050
H -1.3539 2.9714 2.5423 0.042
H -2.7789 3.0944 1.5443 0.125
H -2.7439 -2.5576 3.5743 0.043
H -4.0249 -1.6526 3.1403 0.093
H -2.9459 -1.1876 4.5943 0.106
C -1.7299 6.0594 3.3663 -0.165
C -0.4829 6.2214 4.0723 -0.325
C 0.3121 4.9524 3.9953 -0.207
C 0.7881 4.6724 2.6413 -0.203
N 1.0861 4.4244 1.5203 0.188
H -2.2469 7.0264 3.6653 0.099
H -2.3759 5.1394 3.5163 0.104
H -1.5959 6.1444 2.2853 0.076
H -0.7589 6.2074 5.1663 0.129
H -0.1259 7.2424 3.7433 0.145
H -0.2639 4.1984 4.5393 0.099
H 1.1931 5.2024 4.6263 0.131
C 2.3901 -2.1886 -0.1357 -0.074
C 2.4241 -1.1256 1.0213 -0.190
C 1.4331 0.0744 0.8583 -0.144
C 1.3521 1.0144 1.9503 -0.178
N 1.2761 1.7694 2.8333 0.197
H 2.7941 -1.7556 -1.0717 0.055
H 1.4311 -2.6676 -0.4407 0.052
H 2.9751 -2.9806 0.1923 0.042
H 3.4641 -0.8106 1.1583 0.104
H 2.2871 -1.6006 2.0013 0.083
H 0.4971 -0.3656 0.8783 0.073
H 1.7371 0.4864 -0.1057 0.102
```

Entry 2
Entry from the Open Molecules 2025 dataset: 10 unconnected molecules or ions with the total composition C36H62N2O24 (ωB97M-V with the def2-TZVPD basis set).

Output
SMILES string: C[C@H]1COC(=O)O1.C[C@H]1COC(=O)O1.C[C@H]1COC(=O)O1.C[C@H]1COC(=O)O1.COC(=O)OC.COC(=O)OC.COC(=O)OC.COC(=O)OC.CCCC#N.CCCC#N
Highest occupied orbital energy: -9.95 eV
LUMO level: 0.2 eV

Structure (XYZ):
```
124
Properties=species:S:1:pos:R:3:lowdin_charge:R:1
C 0.1779 -5.9223 -2.5043 -0.006
C -0.9221 -6.9063 -2.0643 -0.276
C -2.0751 -7.2863 -3.0173 -0.077
O -1.9391 -8.7263 -3.1863 0.110
C -0.9511 -9.1353 -2.4553 -0.671
O -0.6571 -10.2743 -2.1633 0.125
O -0.3741 -8.2113 -1.7783 0.111
H 0.7479 -6.3803 -3.2463 0.066
H 0.8239 -5.7853 -1.7543 0.028
H -0.2291 -4.9313 -2.9063 0.109
H -1.3141 -6.3873 -1.1393 0.153
H -2.1551 -6.6503 -3.9353 0.134
H -2.9511 -7.1243 -2.3533 0.114
C -1.5331 2.0937 1.0657 0.017
C -1.9121 0.6967 1.6147 -0.180
C -2.6481 0.7017 3.0057 -0.075
O -3.7591 -0.1013 2.8127 0.120
C -3.9461 -0.4463 1.5907 -0.665
O -4.8961 -1.0233 1.0927 0.123
O -3.0271 0.0887 0.8967 0.074
H -2.1721 2.8567 1.3007 0.051
H -1.2231 2.0427 0.0287 0.072
H -0.5491 2.2907 1.4627 0.075
H -1.0911 -0.0403 1.6177 0.116
H -2.8471 1.6447 3.3517 0.101
H -2.0681 0.5087 3.8907 0.121
C 0.0339 -1.9163 -1.9793 0.005
C -0.0731 -0.7063 -1.0003 -0.290
C 1.2169 -0.2703 -0.2973 -0.111
O 1.4729 1.0017 -0.7793 0.068
C 0.6299 1.2737 -1.7773 -0.511
O 0.7479 2.2877 -2.5083 0.095
O -0.3621 0.4037 -1.7343 0.054
H -0.5571 -1.6523 -2.9153 0.111
H -0.3661 -2.8743 -1.6443 0.043
H 0.9879 -2.1203 -2.4293 0.050
H -0.8411 -0.9103 -0.2323 0.127
H 2.0529 -0.8963 -0.4613 0.073
H 0.9439 -0.1653 0.8007 0.125
C 2.2449 3.6627 3.0927 0.018
C 2.1299 2.2887 3.8517 -0.288
C 0.9149 2.1827 4.7727 -0.074
O 0.4409 0.8657 4.5417 0.102
C 1.1039 0.3567 3.5607 -0.614
O 0.7399 -0.7403 3.0797 0.089
O 1.9549 1.1657 3.0777 0.128
H 2.4189 4.3427 3.8747 0.064
H 1.3579 3.8577 2.5337 0.050
H 3.1339 3.8007 2.3837 0.096
H 2.9969 2.1407 4.5507 0.169
H 0.0989 2.8547 4.5037 0.136
H 1.1059 2.3907 5.8097 0.132
C -2.8111 -3.5833 3.2757 -0.064
O -1.5451 -4.0763 3.2867 0.036
C -0.6741 -3.7123 2.3737 -0.437
O -1.1521 -3.0583 1.2507 -0.045
O 0.5699 -4.0163 2.6397 0.040
C 1.5979 -3.7723 1.6787 0.001
H -3.2541 -3.4993 2.3097 0.085
H -2.7301 -2.6483 3.7797 0.096
H -3.5621 -4.1173 3.8227 0.099
H 1.6529 -2.7203 1.4577 0.076
H 1.4919 -4.3553 0.8297 0.073
H 2.4939 -4.0923 2.1467 0.092
C -3.0561 1.1807 -2.3353 0.006
O -4.1981 2.0557 -2.5003 0.036
C -4.6431 2.8737 -1.5703 -0.431
O -4.3341 2.8067 -0.1973 -0.057
O -5.5161 3.7787 -1.9643 -0.010
C -5.9231 4.8567 -1.1913 -0.050
H -3.0651 0.2937 -2.9173 0.078
H -3.0981 0.7227 -1.3383 0.088
H -2.1221 1.6477 -2.5843 0.078
H -6.4951 4.3277 -0.4143 0.108
H -6.4761 5.5817 -1.7543 0.091
H -5.0571 5.3447 -0.7023 0.103
C -1.7691 4.7707 -1.3053 0.014
O -0.8901 5.9147 -1.0723 0.048
C 0.1209 5.8287 -0.2213 -0.374
O 0.6099 4.6087 0.1467 -0.036
O 0.8259 6.9907 0.0567 -0.022
C 2.0629 6.9227 0.6677 -0.083
H -1.2881 3.9317 -1.7253 0.069
H -2.5961 4.8067 -1.9513 0.090
H -1.9911 4.3277 -0.4303 0.032
H 1.9479 6.8767 1.7657 0.111
H 2.8499 7.5937 0.2047 0.124
H 2.4929 6.0067 0.2947 0.050
C 7.9069 4.3397 0.8017 -0.096
O 7.2159 3.9037 -0.2683 0.002
C 5.8819 3.8757 -0.2203 -0.369
O 5.2159 3.9357 1.0247 -0.079
O 5.2439 3.7337 -1.4223 0.003
C 3.7729 3.6617 -1.2993 -0.011
H 7.7119 3.5387 1.4347 0.072
H 7.5039 5.2747 1.2027 0.110
H 9.0219 4.4407 0.7717 0.121
H 3.4829 3.3047 -2.2603 0.087
H 3.2099 4.5727 -1.1193 0.078
H 3.4729 3.0037 -0.4983 0.073
C -3.0811 -3.4583 -1.5093 -0.083
C -4.0541 -2.8383 -2.4863 -0.242
C -5.2821 -3.6503 -2.6393 -0.177
C -4.9631 -4.9833 -3.2743 -0.169
N -4.7191 -5.9893 -3.7843 0.153
H -2.2061 -2.9593 -1.2583 0.012
H -2.6351 -4.3253 -1.8873 0.038
H -3.5081 -3.8563 -0.6163 0.086
H -3.5891 -2.6953 -3.4793 0.127
H -4.2211 -1.8663 -2.1013 0.088
H -6.1461 -3.0973 -3.0943 0.142
H -5.7621 -3.8923 -1.7623 0.086
C 4.3829 -0.6053 1.3117 -0.107
C 5.4149 -0.1063 0.4257 -0.276
C 4.9449 0.0607 -0.9953 -0.172
C 4.1939 -1.0793 -1.5753 -0.214
N 3.6409 -1.9963 -2.0383 0.161
H 3.5079 0.0367 1.1887 0.075
H 4.7589 -0.5783 2.3167 0.086
H 4.1359 -1.6343 1.1097 0.076
H 6.3059 -0.7593 0.3947 0.133
H 5.6949 0.8317 0.7847 0.086
H 5.7759 0.2767 -1.7423 0.145
H 4.2569 0.9607 -1.1543 0.117
```

We find entry 2 to be the most stable, with the next structure 14.9 kcal/mol higher.

Entry 1
Entry from the Open Molecules 2025 dataset: a molecular structure, C4H6NS (ωB97M-V with the def2-TZVPD basis set).

Output
Highest occupied orbital energy: -14.63 eV
LUMO level: -6.4 eV
Net charge: +1

Structure (XYZ):
```
12
Properties=species:S:1:pos:R:3:lowdin_charge:R:1
C 1.7927 -0.3297 0.0820 -0.033
C 1.1498 0.9756 0.5047 -0.114
C -2.1913 -1.0205 -0.1273 -0.193
C 0.0643 0.5036 -0.4441 -0.393
N 0.7860 -0.7520 -0.5597 0.079
S -1.7239 0.3862 0.5393 1.116
H 2.6938 -0.7937 0.2924 0.115
H 0.7757 0.8739 1.5123 0.106
H 1.5217 1.9099 0.1540 0.114
H -1.6275 -1.3387 -0.9488 0.029
H -3.0388 -1.5456 0.2664 0.057
H -0.2025 1.1311 -1.2712 0.116
```

Entry 2
Entry from the Open Molecules 2025 dataset: a gas-phase ion, C4H6NS (charge +1) (ωB97M-V with the def2-TZVPD basis set).

Output
SMILES string: C=[N+]=CCC=S
Highest occupied orbital energy: -12.81 eV
LUMO level: -5.1 eV
Net charge: +1

Structure (XYZ):
```
12
Properties=species:S:1:pos:R:3:lowdin_charge:R:1
C 0.6769 0.3133 -0.0051 0.047
C -0.8148 1.0916 0.0363 -0.118
C 1.9211 -1.8309 0.0004 0.195
C -2.2867 0.6624 0.0273 -0.676
N 1.3889 -0.6993 0.0256 0.095
S -3.0535 -0.7569 0.0136 0.774
H 1.4209 1.0794 -0.1867 0.150
H -0.4965 1.5675 0.9854 0.129
H -0.5628 1.5609 -0.9202 0.117
H 2.2109 -2.5199 -0.7421 0.122
H 2.2958 -2.1333 0.9001 0.094
H -2.7003 1.6652 -0.1346 0.071
```

We find entry 1 to be the most stable, with the next structure 17.6 kcal/mol higher.

Entry 1
Entry from the Open Molecules 2025 dataset: 2 unconnected molecules or ions with the total composition CH3O3S (ωB97M-V with the def2-TZVPD basis set).

Output
Highest occupied orbital energy: -4.44 eV
LUMO level: 3.5 eV
Net charge: -1

Structure (XYZ):
```
8
Properties=species:S:1:pos:R:3:lowdin_charge:R:1
C -1.6729 0.0018 -0.2902 -0.727
O 1.4739 0.7599 0.3491 -0.603
O -0.6127 -0.3619 -0.8035 -0.226
O -2.7154 -0.5870 -0.2025 -0.058
S 1.7804 -0.8604 -0.0618 0.675
H -1.6184 1.0154 0.1483 0.088
H 0.4639 0.9081 0.1645 0.029
H 2.9013 -0.8759 0.6961 -0.178
```

Entry 2
Entry from the Open Molecules 2025 dataset: 3 unconnected molecules or ions with the total composition CH3O3S (ωB97M-V with the def2-TZVPD basis set).

Output
Highest occupied orbital energy: -2.25 eV
LUMO level: 4.0 eV
Net charge: -1

Structure (XYZ):
```
8
Properties=species:S:1:pos:R:3:lowdin_charge:R:1
C 0.2355 -2.3502 3.2074 -0.518
O 0.3403 -2.6948 1.9689 -0.386
O 1.2696 -0.2815 1.4775 -0.835
O -0.2942 -3.0459 4.0584 -0.032
S 1.0217 -1.6276 0.8303 0.633
H 0.5445 -1.3361 3.5293 0.119
H 0.2189 1.5000 1.5135 0.005
H -0.1124 2.1746 1.0276 0.013
```

We find entry 1 to be the most stable, with the next structure 28.5 kcal/mol higher.